99
Properties=species:S:1:pos:R:3:forces:R:3 method="wB97M-V/def2-TZVPD" total_charge=+2 homo_energy_ev="-12.51 / -12.51" energy_ev=-121119.417 gap_ev="5.84 / 5.83"
P 3.808678 0.783055 0.805411 2.0141 -0.6098 0.6023
C 4.769765 2.012493 1.810083 -0.5175 0.7394 -0.0878
C 5.583617 1.708303 2.912176 -0.1325 -0.1270 -0.0846
H 5.680347 0.679703 3.269615 -0.0990 0.3486 -0.1345
C 6.297913 2.719012 3.562226 -0.1354 0.0347 -0.1685
H 6.919980 2.464124 4.420888 -0.1522 0.0805 -0.2593
C 6.208008 4.041457 3.124125 -0.1498 -0.2573 -0.0874
H 6.759373 4.824219 3.642099 -0.1288 -0.1620 -0.1495
C 5.401222 4.351507 2.026056 0.0408 -0.0517 0.0420
H 5.325072 5.379876 1.680565 0.0299 -0.1857 0.0581
C 4.685623 3.350648 1.373844 0.1600 -0.3209 0.3314
H 4.066644 3.598379 0.512761 0.0861 0.0179 0.1362
C 4.077113 -0.715084 1.855746 -0.7103 -0.1472 0.1891
C 3.159452 -0.881795 2.910287 0.3041 -0.1735 -0.2662
H 2.349912 -0.162182 3.037113 0.1236 -0.1241 -0.0003
C 3.290838 -1.946357 3.795339 -0.0304 -0.0723 0.0618
H 2.575430 -2.060182 4.607255 0.1593 0.0160 -0.1046
C 4.328390 -2.867871 3.645144 0.1173 0.1880 -0.3663
H 4.426825 -3.705548 4.329661 -0.0264 0.1526 -0.0716
C 5.241614 -2.712921 2.597352 -0.3101 0.1648 0.1116
H 6.049380 -3.427836 2.463542 -0.1208 0.1354 0.0574
C 5.118952 -1.642354 1.708042 -0.0577 0.0817 -0.0942
H 5.850380 -1.536033 0.902899 -0.2883 0.0053 0.2417
C 5.086934 0.446173 -0.502883 -0.5111 -0.0623 -0.6964
C 6.423062 0.885927 -0.473331 -0.2920 -0.1147 -0.0525
H 6.789089 1.505854 0.343526 -0.1572 -0.1236 -0.1667
C 7.306616 0.522371 -1.495499 -0.2569 -0.0594 0.0207
H 8.336197 0.877899 -1.459234 -0.2628 -0.1175 -0.0095
C 6.874381 -0.278424 -2.554531 -0.1694 0.1466 0.3042
H 7.567447 -0.554140 -3.346457 -0.1741 0.0385 0.1554
C 5.546291 -0.710597 -2.591133 -0.0024 -0.0745 -0.0882
H 5.201012 -1.332455 -3.416918 0.0998 0.1540 0.1820
C 4.655125 -0.346759 -1.585284 0.5052 0.2789 0.2411
H 3.617425 -0.680175 -1.633742 0.1761 0.0775 -0.0435
Ce -2.757070 1.103978 -0.554912 -0.0014 0.8270 -0.0576
C -2.554208 -1.287067 -0.594424 -0.2661 0.0143 0.0164
C -1.437249 -1.972868 -0.333779 -0.4908 0.9989 -0.2146
H -3.523365 -1.754160 -0.853763 0.5776 -0.1265 0.1227
C -0.076946 -1.298602 0.051149 0.8469 -1.4438 -0.3176
O 0.808002 -1.910437 -0.908523 0.4219 0.0779 0.2545
H 1.690513 -1.535741 -0.749824 -0.1832 -0.2232 -0.0858
C 0.243728 0.182709 0.088065 1.2028 0.5244 0.8760
H 0.135556 -1.739613 1.043768 0.1528 0.4469 -0.0043
C 1.232520 1.013092 0.321819 -4.3856 0.4932 -1.2683
Cl -2.415439 3.640507 -0.381846 -0.0302 -0.6324 -0.0211
P -1.689958 1.085373 -3.338706 0.0559 0.1323 -0.8195
P -2.909029 1.113423 2.412427 -0.2561 0.2685 0.9018
C -2.427768 2.508409 -4.210048 -0.2238 0.2540 0.0383
H -2.070047 3.444136 -3.753159 -0.1061 -0.2787 -0.2178
H -3.524079 2.470732 -4.108860 0.4023 0.0598 -0.0768
H -2.163094 2.485067 -5.280530 -0.0869 0.0172 0.4083
C 0.045915 1.134374 -3.897872 0.2227 -0.0413 0.4131
H 0.568939 0.259741 -3.492894 -0.0208 0.1616 -0.1141
H 0.520493 2.032599 -3.486294 -0.0193 -0.1599 -0.1328
H 0.132252 1.141898 -4.993602 -0.1781 0.0055 0.3130
C -2.366110 -0.335573 -4.257165 -0.1652 -0.2870 0.0841
H -3.439822 -0.436170 -4.036687 0.2929 -0.0115 -0.1448
H -1.850447 -1.246637 -3.918568 -0.1643 0.2035 -0.1633
H -2.224861 -0.211111 -5.341490 -0.0364 -0.0402 0.3452
C -4.310451 2.218165 2.804863 -0.2829 0.1451 -0.0578
H -5.238741 1.801281 2.377942 0.4013 0.2255 0.2626
H -4.136310 3.210731 2.356649 -0.0619 -0.3345 0.2375
H -4.418013 2.315881 3.901281 0.0177 -0.0236 -0.5126
C -3.396137 -0.449752 3.211863 -0.0444 -0.3469 -0.1681
H -2.585665 -1.178602 3.062078 -0.2611 0.1184 0.1428
H -4.304287 -0.831879 2.719920 0.2532 0.0555 0.2194
H -3.586435 -0.322950 4.289291 0.0688 0.0065 -0.3920
C -1.602770 1.742917 3.526353 0.2901 0.0472 -0.3185
H -1.305020 2.743187 3.186844 -0.0371 -0.1958 0.1414
H -0.727823 1.085693 3.454940 -0.1208 0.1584 0.0870
H -1.947318 1.795063 4.570133 0.0092 -0.0633 -0.3835
P -1.511422 -3.810268 -0.498813 0.4648 0.0748 0.0591
C -3.226873 -4.398161 -0.560210 -0.2168 0.2409 0.0644
C -0.692802 -4.557362 0.919207 0.0680 -0.0870 0.2852
H -3.742754 -3.985383 -1.444257 0.2418 -0.1882 0.3503
H -3.769364 -4.084480 0.348188 0.2361 -0.1057 -0.3599
H -3.254262 -5.502520 -0.620657 0.2245 0.5285 0.0095
H 0.344939 -4.203700 0.983185 -0.2352 -0.0776 -0.0937
H -0.688588 -5.653414 0.832410 -0.0248 0.3147 -0.0515
H -1.216707 -4.283931 1.845841 0.0999 -0.0500 -0.2573
C -0.665969 -4.357460 -1.992638 0.1821 0.0690 -0.3106
H -1.192741 -3.981015 -2.881416 0.0897 -0.0900 0.2788
H -0.622607 -5.454365 -2.046366 -0.1228 0.2780 0.1300
H 0.353961 -3.948495 -1.995816 -0.3676 -0.1395 0.0654
H 1.023656 2.137917 0.214211 1.5795 -1.6264 0.4531
C -6.435731 2.751509 -1.294896 -0.1122 -0.1654 -0.2873
C -6.117988 1.273905 -1.353678 -0.4304 -1.5594 -0.0367
O -4.779807 0.979100 -1.038712 0.4675 0.3725 0.1386
C -6.970048 0.447827 -0.312823 -0.7093 -0.1771 0.5479
F -8.323158 0.534353 -0.491978 1.8556 0.0511 0.0841
F -6.636482 -0.870347 -0.302778 -0.2488 1.0289 -0.0868
F -6.683987 0.919238 0.944367 -0.3495 -0.3395 -1.0134
C -6.344789 0.672623 -2.785226 -0.1610 0.0468 -1.0632
F -7.619120 0.772298 -3.253858 1.5017 -0.0525 0.8111
F -5.533052 1.359683 -3.660914 -0.7012 -0.5583 0.6870
F -5.966267 -0.633196 -2.869292 -0.3387 1.0607 0.1344
H -6.315489 3.073843 -0.259397 -0.0832 0.1630 -0.1653
H -7.467700 2.926160 -1.646667 0.4925 0.0621 0.2163
H -5.712417 3.267561 -1.940201 -0.3272 0.0156 0.2140